This record from the Open Molecules 2025 dataset describes a structure of composition C59H62N4PtSSb. The level of theory is wB97M-V/def2-TZVPD.

Structure (XYZ):
```
128
Properties=species:S:1:pos:R:3:forces:R:3
Pt 0.594 0.043 0.788 0.0 0.0 0.6
C 2.411 -1.989 3.183 0.0 0.0 0.0
C 2.622 -0.523 3.563 0.0 0.0 0.0
C 1.376 0.358 3.522 0.1 -0.2 0.0
C 3.763 0.151 2.832 0.0 0.0 0.0
C 4.831 0.591 3.605 0.0 0.0 0.0
C 5.913 1.234 3.038 0.0 0.0 0.0
C 5.902 1.484 1.680 0.0 0.0 0.0
C 4.852 1.077 0.860 0.0 0.0 0.0
C 4.896 1.570 -0.579 0.0 0.0 0.1
C 3.673 2.437 -0.871 0.1 0.1 0.1
C 5.144 0.511 -1.657 0.0 0.0 0.0
C 3.794 0.363 1.445 0.0 0.1 -0.1
N 2.754 -0.226 0.616 0.0 -0.1 0.0
C 3.126 -1.219 -0.105 0.1 0.0 0.0
C 2.309 -2.006 -0.999 0.0 0.0 0.0
C 2.888 -3.204 -1.453 0.0 0.0 0.0
C 2.251 -4.020 -2.357 0.0 0.0 0.0
C 1.004 -3.625 -2.844 0.0 0.1 -0.1
C 0.422 -2.447 -2.435 0.0 0.0 -0.1
C 1.046 -1.601 -1.499 0.0 0.0 0.0
N 0.465 -0.398 -1.152 -0.2 -0.2 -0.1
C -0.307 0.234 -2.196 0.1 0.1 0.0
C 0.436 0.704 -3.313 0.0 0.0 0.0
C -0.237 1.152 -4.442 0.0 0.0 0.0
C -1.616 1.228 -4.480 0.0 0.0 0.0
C -2.329 0.851 -3.362 0.0 0.0 0.0
C -1.706 0.342 -2.223 0.0 0.0 0.0
C -2.625 -0.112 -1.111 0.0 0.0 0.0
C -3.592 0.993 -0.685 0.0 0.0 0.0
C -3.383 -1.371 -1.534 0.0 0.0 0.0
C 1.954 0.795 -3.338 0.0 -0.1 0.0
C 2.402 2.207 -3.728 0.0 0.0 -0.1
C 2.601 -0.211 -4.296 0.0 0.0 0.0
H 1.806 -2.491 3.936 -0.1 0.0 0.0
H 3.375 -2.497 3.134 0.0 0.0 0.0
H 1.917 -2.106 2.218 0.0 0.0 0.0
H 2.913 -0.534 4.617 0.0 0.0 0.0
H 1.100 0.643 2.474 -0.1 0.3 -0.1
H 1.578 1.343 3.944 0.0 0.0 0.0
H 0.522 -0.090 4.022 0.0 0.0 0.0
H 4.808 0.411 4.673 0.0 0.0 0.0
H 6.745 1.557 3.649 0.0 0.0 0.0
H 6.725 2.026 1.231 0.0 0.0 0.0
H 5.763 2.234 -0.610 0.0 0.0 0.0
H 2.767 1.831 -0.894 0.1 0.1 0.1
H 3.779 2.934 -1.834 0.0 0.0 0.2
H 3.551 3.203 -0.103 0.0 0.0 0.0
H 4.253 -0.070 -1.892 0.0 0.0 0.0
H 5.937 -0.178 -1.361 0.0 0.0 0.0
H 5.459 1.000 -2.580 0.0 0.0 0.0
H 4.169 -1.532 -0.037 0.0 0.0 0.0
H 3.866 -3.477 -1.073 0.0 0.0 0.0
H 2.710 -4.940 -2.690 0.0 0.0 0.0
H 0.479 -4.251 -3.555 0.0 0.0 0.0
H -0.538 -2.151 -2.839 0.0 0.0 0.0
H 0.335 1.469 -5.304 0.0 0.0 0.0
H -2.128 1.588 -5.363 0.0 0.0 0.0
H -3.408 0.921 -3.381 0.0 0.0 0.0
H -1.995 -0.349 -0.256 0.0 0.0 0.0
H -4.226 1.305 -1.515 0.0 0.0 0.0
H -3.054 1.874 -0.334 0.1 0.1 0.0
H -4.246 0.645 0.117 0.0 0.0 0.0
H -4.025 -1.163 -2.392 0.0 0.0 0.0
H -4.020 -1.728 -0.724 0.0 0.0 0.1
H -2.699 -2.175 -1.811 0.0 0.0 0.0
H 2.314 0.591 -2.329 -0.1 -0.1 -0.1
H 2.080 2.455 -4.740 0.0 0.0 0.0
H 3.491 2.276 -3.710 -0.1 0.0 -0.1
H 1.999 2.968 -3.058 0.0 0.0 -0.1
H 2.408 0.071 -5.334 0.0 0.0 0.0
H 2.228 -1.221 -4.148 0.0 -0.1 0.1
H 3.685 -0.224 -4.156 0.0 0.0 0.0
C -0.685 -3.621 6.328 0.0 0.0 0.0
C -1.089 -2.298 6.219 0.0 0.0 0.0
C -1.264 -1.727 4.966 0.0 0.0 0.0
C -1.029 -2.471 3.813 0.1 0.0 0.0
C -0.638 -3.801 3.929 0.0 0.0 0.0
C -0.468 -4.373 5.183 0.0 0.0 0.0
Sb -1.297 -1.591 1.886 0.1 0.1 -0.3
C -1.514 -3.409 0.822 0.0 0.0 0.0
C -2.696 -4.124 0.647 0.0 0.0 0.0
C -2.674 -5.383 0.065 0.0 0.0 0.0
C -1.468 -5.954 -0.319 0.0 0.0 0.0
C -0.284 -5.260 -0.128 0.0 0.0 0.0
C -0.310 -3.988 0.428 0.0 0.0 0.0
C -3.175 -0.699 2.333 0.0 0.0 0.0
C -3.072 0.555 2.930 0.0 0.0 0.0
C -4.201 1.267 3.310 0.0 0.0 0.0
C -5.458 0.726 3.091 0.0 0.0 0.0
C -5.575 -0.528 2.509 0.0 0.0 0.0
C -4.442 -1.240 2.138 0.0 0.0 0.0
H -0.552 -4.069 7.304 0.0 0.0 0.0
H -1.279 -1.712 7.109 0.0 0.0 0.0
H -1.611 -0.702 4.904 0.0 0.0 0.0
H -0.465 -4.404 3.046 0.0 0.0 0.0
H -0.168 -5.410 5.262 0.0 0.0 0.0
H -3.646 -3.723 0.966 0.0 0.0 0.0
H -3.600 -5.924 -0.075 0.0 0.0 0.0
H -1.453 -6.943 -0.759 0.0 0.0 0.0
H 0.661 -5.699 -0.417 0.0 0.0 0.0
H 0.623 -3.450 0.558 0.0 0.0 0.0
H -2.093 0.988 3.108 0.0 0.0 0.0
H -4.098 2.238 3.777 0.0 0.0 0.0
H -6.345 1.276 3.378 0.0 0.0 0.0
H -6.554 -0.960 2.346 0.0 0.0 0.0
H -4.572 -2.217 1.698 0.0 0.0 0.0
S -1.962 6.314 -0.880 0.0 -0.1 0.0
C -1.179 4.820 -0.308 -0.1 0.0 0.0
C -1.466 4.292 0.943 0.0 0.0 0.0
C -0.929 3.061 1.282 -0.1 0.0 -0.1
N -0.152 2.351 0.464 0.2 0.0 0.0
C 0.175 2.901 -0.709 -0.1 0.0 0.0
C -0.305 4.124 -1.132 0.0 -0.1 0.0
C -2.850 5.542 -2.226 0.1 0.0 -0.1
C -2.477 5.774 -3.541 0.0 0.0 0.0
C -3.167 5.109 -4.547 0.0 0.0 0.0
N -4.162 4.259 -4.320 0.0 0.0 0.0
C -4.519 4.059 -3.053 0.0 0.0 0.0
C -3.904 4.676 -1.974 0.0 0.0 0.0
H -2.129 4.807 1.624 0.0 0.0 0.0
H -1.174 2.606 2.231 0.0 0.0 0.0
H 0.815 2.318 -1.352 0.0 0.0 0.0
H -0.037 4.506 -2.108 0.0 0.0 0.0
H -1.665 6.448 -3.778 0.0 0.0 0.0
H -2.897 5.267 -5.585 0.0 0.0 0.0
H -5.342 3.372 -2.889 0.0 0.0 0.0
H -4.236 4.479 -0.963 0.0 0.0 0.0
```
Positions in Å, forces in eV/Å.

Computed properties:
LUMO level, eV: -3.428
HOMO energy, eV: -9.74
Charge: +1


This record from the Open Molecules 2025 dataset describes a structure of composition C59H64BaN5O5P2S5. The level of theory is wB97M-V/def2-TZVPD.

Structure (XYZ):
```
141
Properties=species:S:1:pos:R:3:forces:R:3
Ba -0.215 -0.953 -1.000 0.2 -2.8 -1.7
N -4.287 -0.342 -3.765 0.2 0.0 0.2
C -3.205 -0.271 -2.933 0.0 -0.2 0.1
O -2.804 -1.288 -2.374 0.0 0.2 0.0
C -2.564 1.080 -2.744 0.1 -0.1 -0.3
C -1.051 0.968 -3.015 0.1 0.4 -0.1
H -4.673 -1.253 -3.945 0.0 -0.1 0.0
H -4.563 0.448 -4.312 0.0 0.1 -0.1
H -2.749 1.350 -1.694 0.0 -0.1 -0.1
H -3.124 1.816 -3.355 0.0 0.0 0.1
H -0.595 1.956 -2.816 0.0 -0.1 -0.1
H -0.904 0.808 -4.100 -0.1 0.0 0.1
C -2.089 -5.628 1.072 0.0 -0.1 0.0
P -2.076 -3.936 0.365 -0.2 0.5 0.1
C -3.089 -3.113 1.665 -0.1 -0.1 0.0
C -3.266 -4.105 -1.032 0.2 -0.2 0.0
C -4.651 -4.034 -0.922 0.0 0.0 0.0
C -5.467 -4.155 -2.037 0.0 0.0 0.0
C -4.896 -4.376 -3.284 0.0 0.0 0.0
C -3.515 -4.445 -3.408 0.0 0.0 0.0
C -2.683 -4.288 -2.303 0.1 -0.2 0.1
P -0.835 -4.185 -2.433 -0.2 0.4 -0.3
C -0.341 -5.942 -2.327 0.1 -0.1 0.1
C -0.626 -3.920 -4.245 0.0 -0.1 -0.1
H -3.104 -5.951 1.318 0.0 0.0 0.0
H -1.467 -5.614 1.969 0.0 0.0 0.0
H -1.638 -6.341 0.384 0.0 0.0 0.0
H -3.993 -3.667 1.938 0.0 0.0 0.0
H -3.346 -2.103 1.346 0.0 0.0 0.0
H -2.452 -3.031 2.549 0.0 0.0 0.0
H -5.103 -3.870 0.051 0.0 0.0 0.0
H -6.544 -4.084 -1.934 0.0 0.0 0.0
H -5.526 -4.492 -4.160 0.0 0.0 0.0
H -3.086 -4.598 -4.391 0.0 0.0 0.0
H -0.918 -6.562 -3.018 0.0 0.0 0.0
H -0.467 -6.299 -1.307 0.0 0.0 0.0
H 0.724 -6.019 -2.553 0.0 0.0 0.0
H -0.953 -4.755 -4.874 0.0 0.0 0.0
H 0.439 -3.757 -4.426 0.0 0.0 0.0
H -1.164 -3.016 -4.540 0.0 0.0 0.0
N -1.876 -0.071 0.593 -1.0 0.7 1.1
S -2.049 1.053 1.487 -0.1 0.0 0.1
N -1.000 1.315 2.754 0.0 0.4 0.0
S 0.063 2.412 2.983 0.0 -0.1 -0.1
N 1.294 2.634 2.082 -0.1 0.0 0.0
S 1.817 1.231 1.239 -0.3 0.5 0.0
N 0.898 0.818 0.201 1.2 0.9 0.8
C 3.410 1.757 0.682 0.1 -0.1 0.1
C 3.608 3.022 0.153 0.0 0.0 0.0
C 4.814 3.294 -0.475 0.0 0.0 0.0
C 5.783 2.302 -0.578 0.0 0.0 0.0
C 5.556 1.035 -0.058 0.0 0.0 0.0
C 4.357 0.743 0.581 0.0 -0.1 0.0
C 2.169 0.175 2.598 -0.1 -0.1 0.1
C 3.109 0.531 3.560 0.0 0.1 0.0
C 3.249 -0.280 4.667 0.1 0.1 0.1
C 2.441 -1.404 4.812 0.0 -0.1 0.1
C 1.508 -1.735 3.849 0.1 -0.1 -0.2
C 1.385 -0.949 2.708 -0.2 -0.3 0.3
C -0.631 4.055 3.129 0.0 -0.2 0.1
C -0.133 5.107 2.387 -0.1 0.1 -0.1
C -0.723 6.357 2.538 0.0 0.0 0.0
C -1.777 6.532 3.420 0.0 0.1 0.0
C -2.258 5.462 4.166 0.0 -0.1 0.0
C -1.683 4.212 4.022 0.0 0.0 0.0
C 0.513 2.098 4.683 0.0 0.0 -0.1
C 1.394 3.001 5.266 0.0 0.0 0.0
C 1.762 2.810 6.585 0.0 0.0 0.0
C 1.259 1.725 7.295 0.1 0.0 0.1
C 0.393 0.831 6.692 -0.1 -0.1 0.0
C 0.004 1.013 5.370 0.1 0.0 0.0
C -2.212 2.669 0.729 0.1 0.0 -0.1
C -3.228 3.558 1.052 0.0 0.1 0.1
C -3.315 4.761 0.368 0.0 0.1 0.0
C -2.400 5.065 -0.634 0.0 0.0 0.0
C -1.393 4.165 -0.949 0.0 0.0 0.0
C -1.294 2.959 -0.269 0.0 0.0 -0.2
C -3.580 0.940 2.415 0.1 -0.2 0.1
C -4.683 0.583 1.646 0.0 0.0 0.0
C -5.899 0.360 2.270 0.0 0.0 0.0
C -6.004 0.466 3.652 0.0 0.0 0.0
C -4.892 0.792 4.412 0.0 0.0 0.0
C -3.670 1.033 3.793 0.0 0.0 0.1
H 2.831 3.773 0.227 0.0 0.0 0.0
H 4.996 4.276 -0.892 0.0 0.0 0.0
H 6.720 2.517 -1.077 0.0 0.0 0.0
H 6.306 0.259 -0.150 0.0 0.0 0.0
H 4.163 -0.260 0.974 0.0 0.1 -0.1
H 3.717 1.421 3.439 0.0 0.0 0.0
H 3.988 -0.038 5.422 0.0 0.0 0.0
H 2.570 -2.057 5.668 0.0 0.0 0.0
H 0.959 -2.659 3.911 -0.1 -0.1 0.0
H 0.695 -1.252 1.932 0.1 0.0 -0.1
H 0.685 4.940 1.702 0.0 0.0 0.0
H -0.355 7.191 1.954 0.0 0.0 0.0
H -2.232 7.510 3.527 0.0 0.0 0.0
H -3.080 5.601 4.858 0.0 0.0 0.0
H -2.047 3.368 4.598 0.0 0.0 -0.1
H 1.792 3.830 4.692 0.0 0.0 0.0
H 2.452 3.499 7.056 0.0 0.0 0.0
H 1.562 1.569 8.324 0.0 0.0 0.0
H 0.026 -0.031 7.235 0.0 0.0 0.0
H -0.646 0.309 4.869 0.0 0.0 0.0
H -3.946 3.330 1.830 0.0 0.0 0.0
H -4.105 5.459 0.616 0.0 0.0 0.0
H -2.483 5.999 -1.178 0.0 0.0 0.0
H -0.686 4.382 -1.741 0.0 0.0 0.0
H -0.528 2.236 -0.533 0.0 0.1 0.1
H -4.571 0.456 0.575 0.0 0.0 0.0
H -6.761 0.082 1.677 0.0 0.0 0.0
H -6.953 0.274 4.138 0.0 0.0 0.0
H -4.965 0.847 5.491 0.0 0.0 0.0
H -2.788 1.261 4.379 -0.1 0.0 -0.1
O 3.912 -4.843 1.073 0.1 -0.1 -0.2
S 3.014 -3.848 1.648 0.4 0.0 0.0
O 2.554 -4.254 2.988 -0.2 0.2 -0.1
O 3.625 -2.495 1.669 -0.1 0.1 0.1
S 1.355 -3.716 0.411 -0.2 0.2 0.1
C 6.646 -0.265 -7.246 0.0 0.0 0.0
C 5.455 -0.449 -6.344 0.0 0.0 0.0
C 4.239 0.162 -6.631 0.0 0.0 0.0
C 3.134 -0.014 -5.810 0.1 0.0 -0.1
C 1.845 0.685 -6.164 -0.1 0.0 0.0
C 3.260 -0.812 -4.661 -0.1 -0.1 0.1
C 2.053 -0.968 -3.817 0.1 0.1 -0.1
O 2.072 -1.256 -2.645 -0.1 0.0 0.2
C 4.479 -1.437 -4.343 0.0 0.0 -0.1
C 4.714 -2.335 -3.154 0.0 0.0 0.0
C 5.553 -1.238 -5.209 0.0 0.0 0.0
H 6.412 0.393 -8.083 0.0 0.0 0.0
H 6.980 -1.222 -7.651 0.0 0.0 0.0
H 7.487 0.167 -6.700 0.0 0.0 0.0
H 4.151 0.790 -7.511 0.0 0.0 0.0
H 2.014 1.364 -6.999 0.0 0.0 0.0
H 1.436 1.263 -5.334 0.0 0.0 0.0
H 1.067 -0.023 -6.463 0.0 0.0 0.0
H 1.083 -0.784 -4.308 0.0 0.0 0.0
H 3.841 -2.525 -2.545 -0.1 0.0 0.0
H 5.469 -1.890 -2.501 0.0 0.0 0.0
H 5.117 -3.290 -3.499 0.0 0.0 0.0
H 6.496 -1.725 -4.978 0.0 0.0 0.0
```
Positions in Å, forces in eV/Å.

Computed properties:
LUMO level, eV: 1.503
Relative energy (zero: lowest compared OMol25 entry of this formula, charge and spin), eV: 0.766
HOMO energy, eV: -2.81
Charge: -1


Number 1: frontier orbital gap 6.314 eV, electronic energy -88763.340 eV. Number 2: frontier orbital gap 4.310 eV, electronic energy -153352.330 eV.